Entry 1:
ORCA calculation (wB97M-V/def2-TZVPD) on a molecular structure, C14H23BF11NO12S2Zr at a distorted geometry.

## Properties
Energy relative to the best compared isomer or geometry (same formula, charge and spin) in kJ/mol: 196.7
Total charge: +1
<S²>: 0.7648
Electronic energy in Ha: -3471.17812
Maximum force in eV/Å: 10.51
Multiplicity: 2

Element x y z (Å)
Zr (2.11412, 3.09753, -3.88119)
N (3.55800, 2.30100, -5.02823)
S (3.78722, 1.06312, -6.03963)
O (4.07548, -0.25673, -5.47216)
O (4.02841, 1.32677, -7.43234)
F (2.19324, 0.93333, -5.89819)
S (5.32557, 2.42943, -5.12286)
O (5.86652, 2.99316, -6.34858)
O (6.06174, 1.39675, -4.34155)
F (5.31255, 3.73880, -4.10691)
B (3.06364, 3.38214, -1.82341)
H (2.97341, 4.29622, -2.38958)
H (2.12457, 2.85535, -1.75351)
H (3.61190, 2.75935, -2.51318)
H (3.57781, 3.33038, -0.87621)
O (0.44191, 4.47829, -3.22337)
C (-0.80184, 3.80679, -3.00346)
C (-0.82791, 2.25142, -3.41158)
O (0.41483, 1.63609, -3.82235)
H (-1.54833, 4.49817, -3.39441)
H (-1.09015, 3.74060, -1.95438)
H (-1.50334, 2.08289, -4.25033)
H (-1.19153, 1.66269, -2.56940)
C (6.43675, -1.83674, -1.58385)
C (5.30250, -0.93342, -2.12867)
O (4.08386, -1.60228, -2.11656)
C (2.92115, -0.92640, -2.47473)
O (2.86958, 0.31346, -2.62267)
C (1.64421, -1.79929, -2.75548)
F (0.61159, -1.44626, -2.00089)
F (1.17259, -1.71609, -3.94663)
F (1.86677, -3.07972, -2.54248)
H (6.58012, -2.76113, -2.14334)
H (6.22956, -2.26824, -0.60458)
H (7.39021, -1.30854, -1.58597)
H (5.44959, -0.65464, -3.17211)
H (5.20556, -0.11175, -1.41904)
C (3.98414, 6.56775, -1.60909)
C (2.72610, 6.95762, -2.47953)
O (3.00268, 7.25108, -3.86893)
C (3.25992, 6.33451, -4.88041)
O (3.07599, 5.13393, -4.67389)
C (3.96850, 6.86306, -6.17062)
F (4.42980, 8.15811, -5.99169)
F (5.02435, 6.10171, -6.49650)
F (3.07546, 6.83978, -7.17305)
H (4.43197, 5.58577, -1.76161)
H (3.65571, 6.48990, -0.57267)
H (4.71597, 7.37553, -1.60579)
H (2.25227, 7.79954, -1.97478)
H (2.04226, 6.10902, -2.49806)
C (7.67055, 0.86927, 3.26061)
C (8.48673, 2.10495, 2.70545)
O (7.60001, 3.29227, 2.52792)
C (6.64338, 3.25107, 1.67572)
O (6.10431, 2.19041, 1.28755)
C (6.21481, 4.57944, 1.16102)
F (5.99182, 4.56385, -0.21215)
F (5.07396, 4.92991, 1.78756)
F (6.95853, 5.66536, 1.41592)
H (6.65882, 0.99006, 3.64780)
H (8.19131, 0.36706, 4.07591)
H (7.59512, 0.06432, 2.52953)
H (9.08593, 1.78409, 1.85333)
H (9.27471, 2.42502, 3.38717)

Forces on the atoms, in the same order (eV/Å):
Zr -2.2 -0.5 3.5
N 7.2 -0.6 -2.1
S -6.8 -7.6 -2.7
O 1.2 3.0 -0.7
O 0.3 0.4 2.1
F -1.6 -0.3 -1.2
S 5.5 4.3 4.5
O -1.6 -1.4 2.1
O -2.7 2.8 -2.6
F 0.1 -1.4 -0.9
B 0.1 0.1 0.9
H -0.7 3.9 -2.0
H -4.4 -1.9 0.1
H 2.6 -2.9 -3.2
H 1.6 0.3 3.0
O -1.5 -2.2 -0.1
C 1.9 -0.4 -1.4
C 1.5 -0.3 -0.3
O 0.9 4.3 0.6
H -0.4 -0.2 -0.3
H 0.4 0.3 0.8
H -0.4 0.4 -0.1
H -0.2 0.0 0.1
C -0.6 -0.7 -0.4
C 1.7 0.4 0.7
O -5.1 -0.8 -0.8
C 2.5 2.5 -0.1
O 0.0 -3.2 0.3
C 0.1 -0.9 1.4
F 0.0 0.8 1.5
F 0.3 1.0 -2.9
F 0.8 -0.8 0.6
H -0.1 0.2 -0.7
H -0.2 0.7 0.3
H -0.2 0.1 0.1
H 0.5 0.5 0.3
H 0.2 0.6 -0.5
C -0.7 0.6 -0.4
C 0.9 -2.3 1.2
O 1.5 -0.3 -3.8
C -0.4 0.7 5.1
O -0.7 0.0 -1.0
C 0.8 1.9 -0.5
F -1.0 -2.3 -0.2
F -1.2 0.4 0.6
F 0.6 0.0 0.7
H 0.1 0.4 -0.7
H -0.4 0.2 0.1
H 0.1 -0.2 -0.3
H 0.0 0.3 -0.9
H -0.2 0.2 0.3
C 0.8 -0.5 0.0
C -1.3 -1.3 1.5
O 2.6 0.2 0.4
C -1.1 -5.3 -1.4
O 1.1 3.4 0.4
C -1.7 3.2 -1.0
F 0.3 -0.3 1.9
F -0.8 -0.9 -0.4
F 1.2 -1.0 -0.4
H 0.1 0.8 -0.3
H 0.4 0.4 0.2
H -0.1 0.3 -0.4
H -0.9 0.6 -0.8
H -0.6 0.3 0.4

Entry 2:
ORCA calculation (wB97M-V/def2-TZVPD) on 2 unconnected molecules or ions with the total composition C5H11O2 at a distorted geometry.

## Properties
Energy relative to the best compared isomer or geometry (same formula, charge and spin) in kJ/mol: 227.8
<S²>: 0.7579
Electronic energy in Ha: -347.43130
Maximum force in eV/Å: 5.76
Multiplicity: 2

Element x y z (Å)
C (0.72040, -0.92016, 1.27728)
C (1.92401, -1.68250, 2.06345)
O (1.60077, -2.32954, 3.10617)
O (3.11620, -1.38081, 1.74458)
H (0.50842, -0.00107, 2.10121)
H (-0.20125, -1.44187, 1.26107)
H (1.04158, -0.61324, 0.33336)
C (-1.27840, 1.16415, -1.34105)
C (0.23309, 1.52567, -0.96971)
C (-1.50873, -0.42808, -1.01816)
H (-1.68180, 1.90122, -0.57189)
H (-1.58411, 1.54555, -2.26912)
H (1.05200, 0.92778, -1.45161)
H (-0.64965, -1.08912, -1.33675)
H (-2.03040, -0.53605, -0.06340)
H (0.51439, 1.31788, 0.09079)
H (0.50663, 2.54205, -1.16419)
H (-2.28316, -0.50186, -1.79203)

Forces on the atoms, in the same order (eV/Å):
C 0.2 2.1 4.3
C 2.6 -0.7 3.2
O -1.1 1.0 -2.5
O -2.6 0.1 -1.2
H 0.8 -2.3 -2.6
H -0.4 -1.1 0.1
H 0.6 0.5 -1.1
C 3.3 -0.1 4.7
C 0.9 -1.5 -0.3
C -1.0 2.8 -2.4
H -0.7 -1.5 -0.8
H -0.2 -0.1 -1.5
H -0.9 0.2 -0.3
H -1.0 0.9 0.9
H 0.7 -0.4 0.0
H -1.0 0.5 -0.5
H -0.1 0.8 -0.1
H -0.1 -1.3 0.3

Entry 3:
ORCA calculation (wB97M-V/def2-TZVPD) on 3 unconnected molecules or ions with the total composition CH5NOSi at a distorted geometry.

## Properties
Energy relative to the best compared isomer or geometry (same formula, charge and spin) in kJ/mol: 195.9
Electronic energy in Ha: -460.48744
Maximum force in eV/Å: 2.58
Multiplicity: 1

Element x y z (Å)
O (-0.86140, -0.86442, -0.19828)
Si (-1.83197, -0.14733, -1.11867)
H (-2.02736, -0.66435, -2.55094)
H (-2.58382, 1.01951, -0.90115)
H (0.87721, -2.72398, 2.12492)
H (0.69938, -3.03493, 1.49522)
C (1.90126, 2.30853, 0.41980)
N (1.26244, 2.01898, -0.48384)
H (2.56427, 2.08799, 1.21293)

Forces on the atoms, in the same order (eV/Å):
O -0.2 0.1 0.2
Si 1.1 -1.7 -1.6
H 0.0 0.4 0.9
H -0.8 1.2 0.5
H 0.2 0.3 0.6
H -0.2 -0.2 -0.6
C 0.1 -1.3 -0.2
N -0.5 0.6 -0.4
H 0.3 0.6 0.6